No. 1
50
Properties=species:S:1:pos:R:3:nbo_charge:R:1 method="wB97M-V/def2-TZVPD" e_tot_ha=-1146.77149 gap_ev=8.5 de_lowest_ev=4.7334 homo_ev=-8.668 e_lumo_ev=-0.17
C -2.253 -1.906 1.689 -0.077
O -1.550 -3.166 1.492 -0.751
C -1.656 -0.946 0.671 -0.083
C -0.140 -1.143 0.594 -0.461
C 0.537 0.237 0.466 0.229
C 0.955 0.831 1.621 -0.610
N 0.845 0.767 -0.739 -0.866
N -2.173 0.373 1.214 -0.910
H -2.217 -1.486 2.720 0.201
H -3.391 -1.985 1.612 0.175
H -2.061 -0.914 -0.379 0.210
H 0.214 -1.576 -0.327 0.227
H 0.375 -1.689 1.379 0.247
H 1.793 1.549 1.573 0.201
H 0.867 0.341 2.642 0.208
H 0.321 0.335 -1.513 0.375
H 1.407 1.627 -0.965 0.432
H -1.360 -3.588 2.365 0.480
H -2.985 0.837 0.779 0.396
H -1.428 1.010 1.316 0.363
H 4.662 -0.858 0.958 0.477
H 3.138 -0.702 1.111 0.489
O 3.980 -0.313 1.304 -0.960
H -1.931 0.149 3.575 0.480
H -0.686 0.544 4.260 0.463
O -1.397 -0.062 4.370 -0.948
H -0.421 1.573 -2.263 0.485
H -1.571 2.125 -3.034 0.489
O -1.099 1.330 -2.859 -0.962
H 0.544 -3.161 -2.606 0.478
H 1.278 -1.962 -3.050 0.498
O 1.490 -2.819 -2.685 -0.959
H 3.228 3.302 -0.773 0.500
H 2.345 3.821 0.435 0.479
O 2.418 3.741 -0.502 -0.981
H 3.736 1.322 -1.141 0.464
H 4.681 1.303 -0.025 0.493
O 4.482 1.787 -0.800 -0.948
H -1.125 -1.748 -4.185 0.483
H -0.973 -0.424 -3.396 0.502
O -0.532 -1.254 -3.615 -0.993
H 1.836 -3.615 -1.109 0.489
H 1.239 -3.886 0.257 0.459
O 2.010 -4.041 -0.256 -0.966
H -1.563 2.963 0.638 0.464
H -2.635 3.666 1.401 0.471
O -2.074 3.727 0.601 -0.934
H -4.196 1.814 -1.242 0.471
H -3.174 1.198 -2.136 0.469
O -3.792 0.972 -1.443 -0.940

***

No. 2
50
Properties=species:S:1:pos:R:3:nbo_charge:R:1 method="wB97M-V/def2-TZVPD" e_tot_ha=-1146.90471 gap_ev=9.3 de_lowest_ev=1.1082 homo_ev=-9.263 e_lumo_ev=0.02
C 1.888 0.797 1.200 -0.634
C 0.784 0.167 0.326 -0.217
N -0.524 0.314 0.984 -0.699
C -2.486 1.275 -0.187 -0.630
C -1.241 1.546 0.653 -0.152
C -1.655 2.248 1.960 0.665
N -0.899 2.015 3.083 -0.825
O -2.577 3.042 1.985 -0.615
H 2.847 0.811 0.713 0.220
H 1.993 0.178 2.119 0.195
H 1.582 1.812 1.495 0.204
H 0.850 0.661 -0.688 0.184
H 0.979 -0.937 0.195 0.188
H -1.090 -0.500 0.792 0.398
H -3.087 2.215 -0.294 0.241
H -3.134 0.544 0.280 0.219
H -2.222 0.893 -1.188 0.212
H -0.582 2.272 0.070 0.224
H -1.096 2.400 3.934 0.394
H -0.209 1.232 3.147 0.395
H 0.875 0.834 -3.447 0.507
H -0.055 -0.241 -2.809 0.489
O -0.111 0.585 -3.363 -1.019
H 1.708 -4.358 -0.555 0.500
H 1.378 -3.269 0.510 0.524
O 1.312 -3.493 -0.453 -1.006
H 1.497 -1.801 -3.026 0.485
H 1.317 -2.211 -1.551 0.509
O 1.215 -1.470 -2.190 -1.008
H -1.578 3.036 -2.029 0.478
H -0.591 2.108 -2.694 0.508
O -0.683 2.999 -2.306 -0.994
H -0.343 -3.247 -0.862 0.495
H -0.923 -2.144 -1.686 0.477
O -1.196 -2.888 -1.203 -0.981
H -3.273 -2.344 1.106 0.483
H -2.083 -2.455 0.284 0.495
O -2.386 -2.126 1.045 -0.959
H -0.534 -0.878 2.910 0.484
H -1.315 -2.088 2.415 0.506
O -0.602 -1.836 3.045 -0.987
H 2.289 1.846 -2.270 0.502
H 2.462 0.324 -2.295 0.475
O 2.462 1.053 -2.856 -0.976
H 0.961 3.179 -1.659 0.502
H 1.500 2.764 -0.388 0.466
O 1.784 3.072 -1.230 -0.939
H 0.812 -2.563 2.433 0.510
H 2.358 -2.410 2.432 0.486
O 1.619 -2.962 2.114 -0.981

***

No. 3
50
Properties=species:S:1:pos:R:3:nbo_charge:R:1 method="wB97M-V/def2-TZVPD" e_tot_ha=-1146.84024 gap_ev=9.3 de_lowest_ev=2.8625 homo_ev=-9.431 e_lumo_ev=-0.16
O -0.492 -0.634 -0.615 -0.608
C 0.464 -0.098 -1.127 0.451
C 1.292 0.908 -0.371 -0.163
C 2.331 0.056 0.464 -0.419
C 3.602 -0.313 -0.268 -0.632
N 0.502 1.754 0.498 -0.677
C -0.305 2.718 -0.202 -0.064
N -0.634 3.884 0.621 -0.822
H 0.793 -0.331 -2.158 0.145
H 1.933 1.529 -0.998 0.213
H 2.477 0.761 1.289 0.233
H 1.818 -0.791 0.922 0.224
H 3.481 -0.021 -1.319 0.201
H 3.851 -1.371 -0.235 0.233
H 4.499 0.228 0.028 0.217
H -0.011 1.226 1.197 0.402
H -1.327 2.398 -0.468 0.158
H 0.067 3.086 -1.157 0.193
H -1.323 3.643 1.319 0.356
H 0.184 4.150 1.164 0.353
H -0.496 -1.171 1.290 0.498
H -1.105 -2.572 1.504 0.503
O -1.129 -1.658 1.840 -0.989
H -2.687 1.830 2.345 0.476
H -2.069 0.485 2.167 0.496
O -1.825 1.404 2.356 -0.969
H 0.382 -3.744 -0.119 0.495
H 1.399 -2.774 -0.785 0.458
O 1.250 -3.329 -0.018 -0.961
H -1.133 -1.836 -3.632 0.485
H 0.105 -2.639 -3.584 0.448
O -0.333 -2.036 -4.192 -0.976
H -2.852 -1.576 1.509 0.507
H -4.261 -1.326 1.952 0.486
O -3.600 -0.946 1.356 -0.990
H -1.749 -3.193 -0.881 0.515
H -2.304 -4.101 0.201 0.487
O -1.487 -3.670 -0.075 -0.981
H 1.454 2.529 2.391 0.481
H 2.328 2.032 3.562 0.468
O 2.139 2.800 3.013 -0.955
H 3.440 2.689 0.412 0.472
H 4.576 2.053 -0.411 0.461
O 4.333 2.844 0.087 -0.929
H -3.416 -0.372 -0.220 0.508
H -2.439 0.414 -1.035 0.475
O -3.326 0.040 -1.112 -0.967
H -3.103 -1.948 -3.501 0.485
H -2.778 -1.088 -2.266 0.513
O -2.517 -1.923 -2.738 -0.995

***

No. 4
48
Properties=species:S:1:pos:R:3:mulliken_spin:R:1 method="wB97M-V/def2-TZVPD" e_tot_ha=-1016.59341 gap_ev="3.0 / 9.9" spin_multiplicity=2 homo_ev="-2.787 / -9.917" e_lumo_ev="0.19 / 0.03"
C 2.568 0.835 3.249 0.014
C 1.174 1.311 2.686 0.006
C 0.070 0.306 2.928 -0.030
C -0.471 -0.159 1.583 0.071
C -0.151 -1.062 0.655 0.410
N -0.682 -1.267 -0.604 0.483
H 2.627 -0.296 3.010 0.004
H 3.443 1.470 2.795 -0.005
H 2.614 1.022 4.361 0.001
H 0.873 2.276 3.147 0.006
H 1.194 1.710 1.619 0.005
H 0.620 -0.600 3.348 -0.009
H -0.748 0.612 3.655 0.001
H -1.478 0.449 1.345 0.023
H 0.702 -1.710 0.863 0.139
H -1.461 -0.657 -0.766 -0.069
H -0.048 -1.192 -1.277 -0.327
H -1.121 -2.292 -0.705 -0.091
H -0.286 2.578 -0.347 -0.030
H -0.284 1.218 -0.207 -0.004
O -0.725 1.901 0.235 -0.062
H -2.280 4.503 -0.824 -0.004
H -1.517 3.858 -1.940 0.000
O -2.411 3.958 -1.556 0.013
H -0.597 -0.621 -3.810 -0.122
H 0.558 -1.382 -3.193 0.209
O -0.370 -1.166 -3.075 0.060
H 2.731 -3.890 -0.090 -0.018
H 1.786 -3.128 0.815 -0.007
O 2.227 -2.988 0.032 0.155
H 1.779 -2.282 -1.650 0.221
H 3.209 -1.918 -2.445 0.035
O 2.294 -1.582 -2.106 -0.306
H 3.525 0.515 -0.981 0.006
H 2.060 0.505 -1.599 0.077
O 2.712 1.135 -1.070 0.088
H 1.276 3.116 -1.472 0.019
H 0.456 3.220 -2.769 -0.025
O 0.508 3.488 -1.790 0.110
H -2.560 -2.829 0.438 0.042
H -1.629 -4.125 0.006 0.040
O -1.682 -3.337 0.551 -0.140
H -3.883 0.969 0.425 -0.010
H -2.679 1.638 -0.244 -0.004
O -3.300 0.897 -0.314 0.016
H -4.036 -1.435 -0.380 0.003
H -3.038 -1.537 -1.566 0.005
O -3.569 -2.032 -0.968 0.003

***

No. 5
49
Properties=species:S:1:pos:R:3:nbo_charge:R:1 method="wB97M-V/def2-TZVPD" e_tot_ha=-1112.48690 gap_ev=9.7 de_lowest_ev=1.4799 homo_ev=-9.688 e_lumo_ev=0.03
C 0.662 0.228 -1.513 -0.240
C 1.168 -0.992 -1.500 -0.353
C -0.810 0.509 -1.744 -0.532
C -1.249 1.942 -1.646 -0.174
C -2.049 2.452 -2.577 -0.396
H 1.257 1.137 -1.457 0.221
H 2.230 -1.199 -1.514 0.207
H 0.585 -1.901 -1.455 0.183
H -1.235 -0.040 -2.590 0.221
H -1.348 0.025 -0.914 0.247
H -0.868 2.552 -0.846 0.194
H -2.368 3.482 -2.456 0.198
H -2.427 1.848 -3.389 0.200
H 1.405 -0.741 -4.104 0.479
H 0.286 -1.458 -4.655 0.466
O 1.120 -1.635 -4.198 -0.937
H 4.285 -0.216 2.295 0.482
H 2.702 -0.173 2.663 0.493
O 3.506 0.311 2.450 -0.986
H -1.284 -0.574 2.030 0.488
H 0.128 -1.054 1.965 0.471
O -0.714 -1.288 2.370 -0.969
H 0.264 -3.300 1.022 0.483
H -0.427 -3.629 2.313 0.490
O 0.442 -3.599 1.919 -0.952
H 1.475 -3.687 -2.149 0.471
H 0.098 -3.913 -2.694 0.467
O 0.809 -4.376 -2.248 -0.932
H 0.501 1.157 -3.497 0.473
H 0.889 2.407 -4.178 0.476
O 0.734 1.476 -4.383 -0.947
H -1.045 3.848 0.373 0.465
H -0.704 4.526 1.630 0.463
O -1.297 3.846 1.301 -0.927
H -3.767 -1.560 0.095 0.492
H -3.337 -1.343 1.617 0.495
O -3.081 -1.259 0.693 -0.971
H 1.304 2.494 1.499 0.483
H 1.530 3.872 0.889 0.465
O 1.367 2.954 0.661 -0.944
H 2.336 -2.136 4.068 0.476
H 1.848 -2.769 2.769 0.506
O 2.401 -2.043 3.118 -0.991
H -2.834 0.430 1.549 0.483
H -2.781 1.696 2.463 0.498
O -2.659 0.741 2.453 -0.981
H 0.807 0.587 3.295 0.445
H -0.206 -0.212 4.072 0.491
O 0.350 0.580 4.135 -0.942

***

No. 6
52
Properties=species:S:1:pos:R:3:nbo_charge:R:1 method="wB97M-V/def2-TZVPD" e_tot_ha=-1222.39049 gap_ev=10.1 de_lowest_ev=4.7607 total_charge=+1 homo_ev=-12.592 e_lumo_ev=-2.51
O -3.090 2.203 -0.704 -0.574
C -3.018 2.662 0.434 0.454
C -1.796 2.476 1.240 -0.569
C -0.914 1.527 0.620 -0.438
C -1.627 0.039 0.584 -0.218
N -1.976 -2.565 -1.062 -0.778
C -2.289 -1.340 -1.537 0.385
N -1.946 -0.289 -0.884 -0.536
H -3.918 2.727 1.126 0.143
H -1.393 3.582 1.378 0.265
H -1.806 2.190 2.362 0.273
H 0.085 1.452 1.222 0.278
H -0.694 1.772 -0.474 0.216
H -1.023 -0.844 1.105 0.221
H -2.574 0.032 1.122 0.241
H -1.340 -2.714 -0.222 0.450
H -2.100 -3.323 -1.614 0.391
H -2.663 -1.238 -2.595 0.217
H -2.138 0.623 -1.416 0.473
H -0.043 3.338 -2.193 0.507
H 1.171 3.637 -3.053 0.476
O 0.861 3.791 -2.203 -0.925
H -0.221 0.952 3.774 0.505
H 0.126 -0.243 2.862 0.475
O -0.390 0.592 2.807 -0.958
H 2.019 -3.440 2.006 0.472
H 2.167 -3.509 0.554 0.505
O 1.792 -4.020 1.302 -0.952
H -0.999 -4.668 0.379 0.481
H 0.166 -4.000 1.139 0.523
O -0.780 -3.857 0.787 -1.000
H -3.819 -2.479 2.036 0.472
H -2.406 -2.806 1.769 0.483
O -2.970 -2.085 2.091 -0.953
H 3.485 -2.774 -0.994 0.474
H 3.186 -1.548 -0.218 0.517
O 2.791 -2.383 -0.576 -0.960
H 3.695 0.990 0.184 0.493
H 2.155 1.014 0.214 0.500
O 2.896 0.467 0.326 -0.985
H 2.824 -0.034 -3.910 0.500
H 1.745 -0.313 -2.843 0.483
O 1.998 0.309 -3.499 -0.967
H 2.033 3.124 -1.455 0.491
H 3.626 3.094 -1.252 0.471
O 2.761 2.833 -0.882 -1.018
H 2.266 -0.142 3.410 0.461
H 3.158 1.094 3.075 0.484
O 2.357 0.826 3.479 -0.943
H -1.158 1.081 -3.651 0.476
H 0.312 1.002 -3.252 0.507
O -0.585 1.182 -2.901 -0.986

***

No. 7
52
Properties=species:S:1:pos:R:3:nbo_charge:R:1 method="wB97M-V/def2-TZVPD" e_tot_ha=-1147.91283 gap_ev=8.7 de_lowest_ev=5.3686 homo_ev=-8.628 e_lumo_ev=0.03
C 3.917 1.471 1.841 -0.617
C 2.340 1.788 1.659 -0.048
C 1.511 1.020 2.627 -0.456
C 1.137 -0.426 2.110 -0.276
C 0.854 -0.705 0.842 -0.036
N 0.315 -1.882 0.110 -0.879
N 2.191 3.301 1.618 -0.836
H 3.954 0.425 1.756 0.205
H 4.218 1.705 2.815 0.193
H 4.681 1.839 1.077 0.221
H 2.108 1.446 0.596 0.200
H 1.775 0.930 3.716 0.219
H 0.464 1.446 2.669 0.214
H 1.193 -1.158 3.002 0.192
H 0.759 0.293 0.125 0.210
H 0.616 -2.799 0.469 0.393
H 0.482 -1.741 -0.926 0.381
H 1.210 3.534 1.868 0.355
H 2.847 3.712 2.286 0.351
H -3.608 -1.369 2.625 0.465
H -3.430 -1.218 1.160 0.479
O -3.386 -1.870 1.886 -0.945
H -0.934 2.538 -0.876 0.501
H -0.072 2.076 -2.037 0.482
O -0.108 2.020 -1.026 -0.984
H 3.050 -3.202 2.217 0.478
H 1.636 -3.622 2.453 0.468
O 2.297 -3.543 1.743 -0.940
H -2.847 -4.470 0.868 0.484
H -1.430 -4.120 0.340 0.475
O -2.338 -4.415 0.054 -0.958
H -2.177 0.978 0.188 0.480
H -0.925 1.240 0.979 0.475
O -1.880 1.509 0.899 -0.966
H -1.843 4.920 -1.185 0.463
H -2.454 4.000 -2.075 0.458
O -1.725 4.598 -2.045 -0.917
H 2.030 1.157 -2.428 0.491
H 0.638 0.539 -2.877 0.460
O 1.458 0.897 -3.233 -0.945
H 3.025 -1.858 -3.690 0.483
H 3.936 -2.148 -2.406 0.469
O 3.601 -1.509 -2.966 -0.952
H -4.252 -1.474 -2.579 0.484
H -3.297 -0.937 -3.625 0.465
O -4.169 -0.864 -3.288 -0.953
H -3.476 -2.934 -1.462 0.518
H -2.050 -2.046 -1.116 0.518
O -2.964 -2.112 -1.431 -1.032
H -2.663 0.288 -1.848 0.488
H -3.575 1.569 -1.883 0.494
O -2.643 1.184 -1.594 -0.974

***

No. 8
53
Properties=species:S:1:pos:R:3:nbo_charge:R:1 method="wB97M-V/def2-TZVPD" e_tot_ha=-1223.18826 gap_ev=9.3 de_lowest_ev=5.2993 homo_ev=-9.175 e_lumo_ev=0.08
C 0.637 3.186 0.319 0.545
N 0.734 2.783 -0.974 -0.454
C -0.360 3.175 -1.795 -0.438
C 2.956 2.197 -0.855 -0.599
C 1.636 1.833 -1.475 -0.057
C 1.448 0.376 -1.061 -0.218
N 0.080 -0.236 -1.539 -0.939
O -0.159 3.905 0.934 -0.639
H 1.513 2.747 0.898 0.109
H 0.025 3.020 -2.876 0.196
H -1.222 2.405 -1.869 0.217
H -0.842 4.136 -1.555 0.238
H 3.385 3.084 -1.146 0.215
H 3.742 1.469 -0.900 0.221
H 2.718 2.305 0.238 0.202
H 1.705 1.832 -2.602 0.204
H 2.106 -0.200 -1.654 0.204
H 1.424 0.222 -0.019 0.220
H -0.696 -0.220 -0.827 0.410
H -0.079 0.185 -2.518 0.367
H 2.930 -2.372 0.374 0.487
H 4.234 -2.754 -0.109 0.476
O 3.338 -2.584 -0.430 -0.968
H -1.240 -2.186 -2.925 0.474
H 0.299 -1.792 -2.560 0.517
O -0.381 -2.528 -2.555 -0.985
H -1.066 -2.554 -0.926 0.502
H -0.714 -3.953 -0.298 0.520
O -1.337 -3.135 -0.175 -0.982
H -3.229 1.094 -1.390 0.514
H -2.537 -0.405 -1.686 0.491
O -2.472 0.529 -1.590 -0.994
H 0.750 -1.047 1.415 0.496
H 0.410 -0.170 2.584 0.521
O 1.200 -0.451 2.070 -0.956
H -4.796 1.030 0.524 0.482
H -3.824 -0.144 1.092 0.495
O -4.365 0.154 0.295 -0.974
H 2.003 -4.167 -1.050 0.492
H 1.103 -4.035 -2.340 0.492
O 1.181 -4.358 -1.422 -0.983
H 2.253 -3.009 2.695 0.454
H 2.139 -1.581 2.487 0.490
O 2.881 -2.323 2.483 -1.003
H -0.973 -2.172 0.882 0.489
H -1.802 -1.833 2.204 0.491
O -1.168 -1.482 1.529 -1.044
H -1.744 0.649 2.641 0.494
H -1.832 1.373 3.890 0.465
O -1.593 0.483 3.631 -0.969
H -2.736 2.885 2.074 0.498
H -2.160 1.997 0.850 0.500
O -2.730 2.007 1.630 -0.986